{"formula": "C59H51BF6N5O11S", "method": "wB97M-V/def2-TZVPD", "charge": 1, "e_lumo_ev": -3.83, "max_force_ha_per_bohr": 0.05366, "symbols": ["C", "C", "O", "B", "O", "C", "N", "O", "C", "N", "N", "C", "C", "C", "S", "C", "N", "N", "C", "O", "C", "C", "C", "C", "C", "C", "C", "C", "C", "C", "C", "C", "C", "C", "C", "C", "C", "C", "O", "C", "F", "F", "C", "F", "F", "C", "F", "F", "C", "O", "O", "H", "H", "H", "H", "H", "H", "H", "H", "H", "H", "H", "H", "H", "H", "H", "H", "H", "H", "H", "H", "H", "H", "H", "H", "H", "H", "H", "H", "H", "H", "H", "H", "H", "H", "H", "C", "C", "C", "C", "C", "C", "C", "O", "C", "C", "C", "C", "C", "C", "C", "O", "H", "H", "H", "H", "H", "H", "H", "H", "C", "C", "C", "C", "C", "C", "C", "O", "C", "C", "C", "C", "C", "C", "C", "O", "H", "H", "H", "H", "H", "H", "H", "H"], "xyz": [[0.436, 1.691, 4.149], [1.825, 2.307, 4.196], [2.863, 1.303, 4.130], [3.478, 1.283, 2.903], [4.552, 2.071, 2.654], [2.848, 0.424, 1.679], [2.950, 1.283, 0.462], [1.911, 2.239, 0.530], [3.127, 0.818, -0.771], [2.924, 1.664, -1.812], [3.481, -0.487, -0.971], [2.799, -1.447, -0.015], [3.291, -2.805, -0.515], [2.877, -3.092, -1.976], [2.002, -4.679, -2.114], [1.114, -4.368, -3.571], [1.069, -5.076, -4.642], [0.201, -4.418, -5.510], [-0.183, -3.366, -4.893], [0.338, -3.253, -3.648], [1.293, -1.186, -0.233], [0.236, -2.278, -0.157], [0.340, -3.464, 0.568], [-0.676, -4.403, 0.594], [-1.846, -4.171, -0.110], [-1.968, -2.988, -0.816], [-0.956, -2.039, -0.850], [-1.253, -0.780, -1.635], [3.288, -1.047, 1.442], [2.592, -1.966, 2.458], [2.810, -1.739, 3.937], [4.042, -1.530, 4.553], [4.140, -1.361, 5.924], [3.011, -1.388, 6.739], [3.116, -1.216, 8.227], [1.779, -1.585, 6.126], [1.686, -1.765, 4.754], [4.799, -1.379, 1.524], [5.164, -2.478, 1.837], [5.978, -0.408, 1.194], [6.529, -0.043, 2.378], [5.591, 0.724, 0.569], [7.100, -1.074, 0.322], [7.582, -0.109, -0.495], [6.550, -2.015, -0.473], [8.328, -1.667, 1.087], [8.917, -2.495, 0.197], [7.938, -2.396, 2.142], [9.391, -0.610, 1.484], [10.182, -0.209, 0.691], [9.335, -0.280, 2.789], [0.448, 0.688, 4.562], [0.066, 1.650, 3.123], [-0.268, 2.320, 4.690], [1.971, 2.906, 5.092], [1.927, 3.003, 3.356], [4.966, 2.344, 3.483], [1.788, 0.410, 1.927], [2.331, 3.101, 0.380], [2.020, 2.084, -1.948], [3.630, 1.784, -2.518], [4.472, -0.675, -1.079], [4.375, -2.820, -0.509], [2.978, -3.623, 0.124], [3.772, -3.190, -2.588], [2.289, -2.292, -2.411], [-0.857, -2.594, -5.216], [1.227, -0.805, -1.251], [0.939, -0.365, 0.393], [1.224, -3.685, 1.140], [-0.543, -5.305, 1.173], [-2.641, -4.902, -0.101], [-2.886, -2.776, -1.346], [-1.176, -0.968, -2.705], [-0.616, 0.057, -1.359], [-2.270, -0.465, -1.406], [1.520, -1.878, 2.284], [2.844, -2.998, 2.225], [4.960, -1.494, 3.986], [5.114, -1.212, 6.371], [2.164, -1.424, 8.707], [3.454, -0.214, 8.482], [3.840, -1.917, 8.640], [0.878, -1.598, 6.724], [0.707, -1.916, 4.316], [9.368, 0.681, 2.880], [-7.450, -3.540, -2.705], [-8.773, -3.134, -2.843], [-9.202, -1.951, -2.266], [-8.312, -1.172, -1.539], [-6.987, -1.589, -1.384], [-6.559, -2.770, -1.978], [-6.026, -0.789, -0.578], [-4.863, -1.123, -0.465], [-6.517, 0.457, 0.075], [-5.649, 1.192, 0.873], [-6.083, 2.367, 1.463], [-7.383, 2.815, 1.256], [-8.255, 2.082, 0.468], [-7.828, 0.898, -0.119], [-8.791, 0.109, -0.944], [-9.922, 0.499, -1.124], [-7.117, -4.462, -3.164], [-9.470, -3.743, -3.404], [-10.227, -1.623, -2.372], [-5.530, -3.080, -1.860], [-4.640, 0.836, 1.025], [-5.407, 2.938, 2.086], [-7.718, 3.736, 1.714], [-9.269, 2.417, 0.304], [0.289, 6.821, -4.796], [-0.222, 7.452, -3.667], [-1.215, 6.842, -2.919], [-1.710, 5.602, -3.303], [-1.210, 4.977, -4.447], [-0.203, 5.586, -5.186], [-1.750, 3.664, -4.906], [-1.301, 3.111, -5.888], [-2.855, 3.052, -4.115], [-3.411, 1.854, -4.549], [-4.425, 1.259, -3.818], [-4.882, 1.855, -2.647], [-4.338, 3.050, -2.213], [-3.327, 3.657, -2.948], [-2.769, 4.956, -2.474], [-3.160, 5.470, -1.448], [1.068, 7.297, -5.376], [0.156, 8.422, -3.372], [-1.618, 7.322, -2.038], [0.181, 5.090, -6.067], [-3.045, 1.401, -5.460], [-4.860, 0.327, -4.156], [-5.665, 1.385, -2.071], [-4.690, 3.519, -1.304]]}

---

{"formula": "C5H12N6", "method": "wB97M-V/def2-TZVPD", "relative_energy_kcal_mol": 0.0, "e_lumo_ev": 0.52, "max_force_ha_per_bohr": 0.09786, "smiles": "NCCC[C@@H](N)c1nnn[nH]1", "symbols": ["N", "C", "C", "C", "C", "N", "C", "N", "N", "N", "N", "H", "H", "H", "H", "H", "H", "H", "H", "H", "H", "H", "H"], "xyz": [[-1.709, -2.317, 0.823], [-1.286, -1.518, -0.360], [-2.025, -0.109, -0.256], [-1.375, 1.008, -1.023], [-0.175, 1.633, -0.173], [-0.604, 2.188, 1.093], [0.807, 0.582, -0.158], [1.399, 0.012, -1.240], [2.367, -0.885, -0.702], [2.411, -0.803, 0.589], [1.464, 0.112, 0.959], [-1.181, -3.207, 0.784], [-1.410, -1.804, 1.683], [-1.628, -2.073, -1.230], [-0.198, -1.412, -0.512], [-2.959, -0.332, -0.716], [-2.150, 0.062, 0.789], [-1.169, 0.781, -2.152], [-2.080, 1.892, -1.023], [0.054, 2.491, -0.772], [-0.002, 2.852, 1.481], [-1.471, 2.660, 0.943], [1.216, 0.373, 1.885]]}

---

{"formula": "C4H6NO2S", "method": "wB97M-V/def2-TZVPD", "spin_multiplicity": 2, "relative_energy_kcal_mol": 233.9, "e_lumo_ev": [-2.55, -2.99], "max_force_ha_per_bohr": 0.07202, "symbols": ["O", "C", "N", "C", "C", "S", "C", "O", "H", "H", "H", "H", "H", "H"], "xyz": [[-1.838, 1.895, 0.689], [-1.503, 0.633, 0.828], [0.833, -0.385, 0.736], [-0.086, 0.420, 0.183], [1.018, -1.407, -0.010], [1.657, -4.254, 0.458], [0.334, 1.537, -0.886], [1.497, 1.187, -1.439], [-1.447, 0.264, 1.863], [0.444, 2.521, -0.377], [-2.135, -0.073, 0.237], [0.978, -1.497, -1.107], [0.818, -2.473, 0.334], [-0.570, 1.631, -1.510]]}

---

{"formula": "C18H20BF4N4O2RhS2", "method": "wB97M-V/def2-TZVPD", "spin_multiplicity": 5, "relative_energy_kcal_mol": 3.4, "e_lumo_ev": [-0.43, -2.68], "max_force_ha_per_bohr": 0.00507, "symbols": ["Rh", "C", "C", "N", "N", "C", "S", "S", "C", "C", "C", "C", "C", "C", "C", "C", "C", "C", "C", "C", "C", "O", "H", "H", "H", "H", "H", "H", "H", "H", "H", "H", "H", "H", "H", "H", "F", "B", "F", "F", "F", "C", "N", "C", "N", "O", "H", "H", "H", "H", "H", "H"], "xyz": [[-0.572, 1.692, 0.182], [2.761, -1.117, 1.366], [1.867, 0.085, 1.500], [1.388, 0.676, 0.404], [1.907, 0.236, -0.742], [1.504, 0.870, -1.837], [0.483, 2.243, -1.923], [2.134, 0.334, -3.361], [3.041, -1.191, -2.944], [2.209, -2.433, -3.116], [2.404, -3.252, -4.222], [1.632, -4.392, -4.402], [0.653, -4.720, -3.477], [0.449, -3.904, -2.371], [1.223, -2.769, -2.192], [1.579, 0.634, 2.780], [2.278, 0.115, 3.911], [2.192, 0.669, 5.148], [1.377, 1.817, 5.365], [0.673, 2.352, 4.345], [0.697, 1.779, 3.019], [-0.071, 2.297, 2.173], [2.564, -1.616, 0.424], [2.590, -1.820, 2.176], [3.813, -0.822, 1.373], [3.414, -1.072, -1.930], [3.889, -1.198, -3.630], [3.167, -2.998, -4.949], [1.796, -5.022, -5.267], [0.048, -5.606, -3.617], [-0.318, -4.142, -1.645], [1.039, -2.129, -1.341], [2.931, -0.732, 3.776], [2.753, 0.244, 5.969], [1.320, 2.256, 6.353], [0.030, 3.211, 4.472], [-0.940, -0.580, -0.312], [-1.928, -0.994, 0.660], [-1.523, -2.146, 1.275], [-2.018, 0.099, 1.566], [-3.151, -1.130, 0.003], [-5.753, 3.904, -0.763], [-4.346, 3.927, -0.432], [-3.580, 2.834, -0.199], [-4.181, 1.637, -0.210], [-2.363, 2.994, 0.017], [-6.104, 4.928, -0.859], [-6.337, 3.431, 0.030], [-5.947, 3.388, -1.707], [-3.828, 4.784, -0.507], [-5.164, 1.550, -0.389], [-3.681, 0.798, 0.054]]}

---

{"formula": "C6H9LaLiO2", "method": "wB97M-V/def2-TZVPD", "charge": 2, "spin_multiplicity": 2, "e_lumo_ev": [-8.86, -9.14], "max_force_ha_per_bohr": 0.07806, "symbols": ["C", "H", "H", "C", "C", "C", "O", "Li", "H", "H", "H", "H", "H", "O", "C", "C", "H", "H", "La"], "xyz": [[-0.308, 0.562, 1.400], [-0.090, -0.479, 1.615], [-0.133, 0.271, 0.387], [-1.529, -1.200, -0.022], [-0.532, -1.918, -0.786], [-0.182, -1.515, -2.047], [1.070, -1.131, -2.394], [1.815, -1.930, -3.854], [-1.920, -0.302, -0.514], [-1.826, -1.658, 0.925], [0.176, -2.534, -0.219], [-0.942, -1.409, -2.834], [1.755, 1.926, 2.372], [1.619, 1.866, 0.276], [1.079, 1.780, 1.516], [-0.377, 1.992, 1.843], [-0.585, 2.156, 2.906], [-0.892, 2.654, 1.135], [1.803, 0.867, -1.708]]}